[1]
14
Properties=species:S:1:pos:R:3:forces:R:3 method="wB97M-V/def2-TZVPD" gap_ev=10.52 e_lumo_ev=0.92 de_lowest_kcal_mol=43.3 smiles="C/N=C1/COCO1"
C -1.128019 -1.504617 -1.503710 -0.226 -0.094 -0.040
O -0.800700 0.617586 0.498191 -0.007 -0.105 -0.130
H -0.631050 2.180909 1.862521 -0.031 -0.152 -0.120
H -1.252364 -1.727586 -2.566642 -0.027 0.122 0.144
C -0.097018 1.280462 1.555918 -0.136 0.084 0.287
C 1.477807 0.557819 0.205088 0.162 -0.149 -0.152
H -0.906310 -2.456751 -1.004551 -0.209 0.058 -0.110
N 0.045048 -0.686649 -1.304439 0.104 0.147 0.376
H 2.235019 0.834710 -0.525419 -0.174 0.048 0.053
H -2.065910 -1.111046 -1.094586 0.133 0.067 -0.063
H 1.813780 -0.321222 0.781191 0.247 0.223 0.018
H 0.000239 0.574817 2.396837 -0.039 0.066 -0.116
O 1.156801 1.634554 1.057220 -0.023 0.083 0.017
C 0.152677 0.127014 -0.357618 0.227 -0.398 -0.165



[2]
151
Properties=species:S:1:pos:R:3:forces:R:3 method="wB97M-V/def2-TZVPD" charge=+1 gap_ev=7.30 e_lumo_ev=-3.67 de_lowest_kcal_mol=0.0
O -3.557313 -3.524389 -1.186134 0.027 0.207 0.062
H 1.452389 -0.355931 -1.517065 -0.073 0.021 0.117
H -9.210235 -2.058013 -3.230941 0.020 0.034 -0.088
C -2.238964 4.674782 4.954455 -0.032 0.086 -0.035
N -1.200210 0.969756 -1.764295 -0.050 -0.336 0.194
N 1.751365 0.090602 -3.589360 0.001 -0.089 0.244
O 7.020333 2.001177 -0.454852 -0.028 0.013 -0.161
C -2.670602 0.696740 -2.097842 0.272 0.321 -0.184
O 3.212387 -0.127751 4.015953 0.007 0.026 -0.021
H 6.940853 0.130499 2.241817 0.008 0.025 0.007
H 0.575396 -2.114985 -3.643678 0.019 -0.065 -0.201
H -3.442188 2.081187 -0.613498 -0.009 0.090 -0.262
C -3.226921 2.425842 6.899793 0.066 0.039 0.064
H 5.373752 1.405221 0.623466 -0.087 0.040 -0.017
H 6.486288 0.742466 -4.210618 -0.022 0.012 0.012
H -1.202709 -1.797717 -0.764995 0.107 0.002 0.039
H 1.845363 -2.171533 4.871571 -0.015 0.003 -0.020
C 5.526412 0.599018 4.403497 0.044 -0.050 0.020
C -5.143391 1.013700 -1.454598 0.152 0.302 0.392
C -4.824220 0.253863 2.562873 0.112 0.382 0.023
H -1.713858 -2.254554 -7.392716 -0.038 0.068 0.017
H -1.414359 2.295106 5.746682 -0.021 0.065 0.078
H -4.276152 2.694441 6.717430 -0.010 -0.030 -0.013
H -0.647061 4.324239 3.564403 -0.020 0.013 -0.017
H 2.686995 -1.444165 2.601712 0.015 0.011 -0.013
O 6.255815 -0.566471 4.072496 -0.112 0.037 -0.124
H -0.521219 5.851731 4.474349 0.022 -0.007 -0.060
H -2.809149 1.444829 5.070902 0.007 -0.012 0.020
C -8.972901 -1.161519 -2.661684 0.051 0.204 0.292
C 7.085978 3.381456 -0.174376 0.043 -0.021 0.087
C -0.382761 -2.298756 -3.172316 -0.061 -0.008 0.098
O -7.497260 -0.230906 -1.028038 0.165 -0.020 0.016
O -3.657854 -1.298791 -2.917620 0.071 0.201 -0.203
C 2.787411 -2.514459 4.422895 0.049 -0.053 0.022
H -2.806058 5.385271 4.349538 -0.019 -0.001 0.018
H -3.572002 0.423126 -0.155276 0.170 0.002 0.090
H 9.859195 -2.131117 -2.704550 -0.008 -0.007 -0.007
H 1.839875 4.875597 4.737379 -0.001 0.001 -0.006
H -3.642107 2.804995 9.471715 -0.011 -0.002 -0.005
N -3.470476 -2.531751 -3.666368 -0.057 -0.166 0.001
O 0.030291 -5.754150 -4.659353 -0.165 0.018 0.091
C -1.483766 -2.412948 -6.339331 0.145 -0.053 -0.077
H 4.341939 -1.673322 3.199130 0.004 -0.019 0.064
O -4.474213 -2.865240 -4.115192 -0.011 -0.039 0.033
H -2.894495 4.416876 9.464459 0.003 -0.005 0.003
O -2.620551 3.372986 7.753508 -0.073 0.096 -0.080
C 1.100760 0.327715 -2.298232 0.245 -0.090 -0.145
H -1.464652 1.927794 0.253701 0.039 -0.020 0.109
H -4.799637 1.963304 1.198798 -0.017 -0.009 -0.018
C 3.316041 -1.442394 3.496471 -0.034 -0.055 -0.076
H 8.133300 3.671422 -0.209429 0.001 -0.001 0.006
C 5.700024 1.506917 -0.423009 0.120 0.010 0.140
H 7.833946 -1.217334 2.973709 -0.025 -0.026 0.055
H 6.528509 3.963549 -0.917665 -0.015 -0.001 0.011
H 1.918760 3.461617 5.810942 0.001 0.002 0.008
H 5.372734 1.214343 3.505852 -0.004 0.027 0.011
H -3.256146 3.360724 -2.184123 -0.204 -0.055 0.023
H -2.446726 -2.462223 -5.835220 0.026 -0.062 0.014
C -3.664486 1.090376 -1.005922 0.017 -0.396 0.284
C -1.126504 -0.940027 -3.125914 0.097 0.294 -0.090
C 7.313834 -0.285778 3.186583 0.121 -0.001 -0.076
H 8.028979 0.425752 3.615004 -0.021 0.004 0.035
O 1.024988 -2.700443 -1.300275 -0.005 -0.053 0.136
H -5.439499 -0.640411 2.526305 0.126 -0.106 0.031
H -2.309153 -0.300659 -4.841705 0.088 -0.012 -0.075
Cl -4.992568 3.324141 -3.780394 -0.061 0.013 0.055
O -2.813994 3.406128 4.676058 0.022 -0.030 -0.020
H 2.567481 0.690384 -3.642047 -0.028 0.033 -0.101
H 7.268070 1.383602 -2.757397 0.038 -0.052 0.049
H -3.837166 0.043732 2.152185 -0.066 -0.289 -0.033
H 9.595882 -2.057090 -0.949383 0.006 0.004 -0.003
H -3.199337 1.433393 7.372281 -0.068 -0.009 -0.013
C -3.016869 -2.742318 -0.491495 -0.133 -0.116 -0.126
C -0.651386 -1.221972 -5.816921 -0.107 -0.115 -0.131
H 3.967031 -3.743953 7.205614 0.002 -0.005 -0.005
O 3.732083 -2.807026 5.428531 -0.048 0.112 0.047
C -2.388167 3.898661 -4.052735 -0.283 -0.031 -0.061
H -0.780248 0.556932 -4.695587 0.045 -0.072 -0.020
H -6.810279 -1.160618 -2.759981 0.035 -0.092 0.011
H 2.579699 -3.421991 3.835799 -0.056 0.003 0.014
C -3.434471 3.690995 8.861029 0.053 -0.030 0.052
H -0.423576 -4.131819 -7.162262 -0.020 -0.087 0.022
H -2.611198 -7.183028 -5.043873 0.037 -0.062 0.047
H 4.671081 -0.303403 -0.793186 0.017 -0.032 0.015
H -5.246782 0.591682 -2.450872 -0.077 0.036 -0.032
H 0.080949 -3.701276 -5.538752 0.110 -0.031 -0.025
H 2.361850 -3.014607 6.973606 -0.012 -0.005 -0.012
C -2.237748 -1.502032 -0.890637 -0.163 0.034 -0.133
C 9.102685 -2.030977 -1.918333 0.076 0.038 0.002
I -2.863902 -3.051885 1.649556 0.080 -0.098 -0.083
C 1.348541 3.935458 5.015159 0.022 0.067 0.040
H -2.040617 1.533431 -3.975560 -0.183 0.098 0.095
H -3.696912 1.030470 -3.988579 -0.098 0.022 0.121
H -2.797827 4.903657 -4.130784 0.136 0.055 0.120
C -2.944198 1.531099 -3.381091 0.031 0.081 0.109
C 3.175489 -3.560669 6.482875 0.047 -0.063 -0.011
H 3.777300 1.143194 5.460697 -0.020 -0.013 0.016
H -0.967239 -2.951431 -3.808011 -0.055 0.001 -0.112
H -6.019045 2.066276 2.434751 -0.158 -0.088 -0.041
H 6.687649 3.607063 0.821912 -0.010 0.004 -0.002
H -2.367218 -0.795523 -0.083535 -0.164 0.087 0.019
C 4.180007 0.244308 4.990004 0.002 0.059 0.062
H 2.789920 -4.522785 6.126253 -0.010 0.005 -0.001
H 5.021059 2.207512 -0.930158 -0.033 -0.028 -0.007
H -7.484604 -2.243898 -1.522920 0.075 0.020 0.022
C -0.786086 4.787544 4.552339 0.049 0.035 0.071
H 2.127603 -0.850091 -3.608718 0.050 0.003 -0.076
O 8.421771 -0.798972 -2.013116 -0.135 -0.061 0.048
H -0.568611 -0.486721 -6.619378 -0.019 0.038 0.034
H 0.374902 -1.543417 -5.646419 0.059 0.112 0.168
H -9.715371 -1.036293 -1.873043 -0.049 -0.126 -0.041
C -0.080085 -3.139086 -1.950607 -0.152 0.045 -0.034
H -5.598286 2.002329 -1.437939 -0.036 -0.019 -0.240
H -2.362052 4.941735 6.005619 0.062 -0.027 0.007
C -1.246299 -0.425370 -4.640465 0.120 -0.437 0.026
C 5.619500 0.152744 -1.090927 -0.122 -0.008 0.043
H 4.287850 -0.527135 5.754818 0.042 -0.021 -0.045
C -2.213455 -6.544337 -4.253465 -0.043 0.067 -0.148
C -5.512284 1.367101 1.774453 -0.032 0.059 0.391
C -7.607757 -1.284384 -2.022759 -0.226 -0.003 -0.089
H 1.337655 3.271446 4.141620 0.004 0.002 -0.006
C 7.746884 -0.655545 -3.244928 0.067 0.017 0.047
C -0.779600 -3.767679 -6.198573 -0.076 0.201 -0.049
C -2.492199 2.357584 5.581320 -0.005 -0.159 -0.103
H 6.091586 1.192886 5.135186 0.001 0.042 -0.031
P -6.093033 -0.038007 -0.335394 -0.188 -0.339 -0.182
H 8.406940 -2.875066 -1.989413 0.003 0.000 -0.019
H -4.674506 0.537441 3.604638 -0.089 0.109 -0.022
H -9.027699 -0.280728 -3.300164 0.000 -0.064 -0.091
H 7.195943 -1.574896 -3.485678 -0.011 0.011 -0.029
O -6.535761 0.858403 0.890577 0.143 0.079 -0.116
C -3.313495 3.020658 -3.214468 0.220 0.097 -0.234
H 6.430399 -0.492101 -0.746708 0.060 0.072 -0.017
H -4.386532 4.129004 8.540327 -0.007 -0.017 0.000
H -2.317116 3.503714 -5.067370 0.078 -0.006 0.009
O -1.699081 -4.714616 -5.644958 -0.063 0.024 0.123
C -1.156892 -5.664407 -4.842917 0.204 -0.020 -0.037
C -2.477634 -0.854454 -2.302341 -0.147 -0.035 0.171
O 0.046567 4.158384 5.502727 -0.043 -0.137 -0.069
O 5.564697 0.211807 -2.508146 -0.125 0.005 -0.058
O -0.703112 -4.100134 -1.606971 0.190 -0.015 -0.065
H -1.395544 3.942411 -3.600557 0.048 -0.027 -0.043
H 1.187988 -3.320588 -0.568978 0.028 0.037 -0.026
H -3.041441 -5.939815 -3.887014 0.028 -0.005 0.087
S -0.689508 2.294324 -0.775697 -0.056 0.144 -0.160
H 1.329040 1.336570 -1.965218 0.001 -0.011 0.024
O -5.331056 -1.263164 -0.029181 0.045 0.093 -0.008
C 6.781871 0.505645 -3.186942 0.036 0.016 -0.081
H 8.473857 -0.469987 -4.048093 -0.014 -0.046 -0.027
C -0.385732 0.155643 -2.368333 -0.061 0.091 0.049
H -1.780368 -7.145469 -3.461756 -0.038 -0.030 0.006



[3]
36
Properties=species:S:1:pos:R:3:forces:R:3 method="wB97M-V/def2-TZVPD" charge=+2 gap_ev="5.75 / 4.88" multiplicity=2 e_lumo_ev="-11.28 / -12.18" de_lowest_kcal_mol=10.7
F 1.064817 -2.165456 -0.835405 -0.237 0.031 0.470
H -1.759758 4.549932 -1.711638 0.050 -0.019 -0.129
H 6.020818 1.364255 -0.233413 0.033 -0.008 0.012
C 2.687615 1.208148 0.307225 0.370 0.510 -0.052
C -2.537584 2.901094 1.172313 -0.107 -0.033 -0.408
H -0.679483 3.492146 -0.820690 -0.035 0.002 -0.015
C 3.956336 1.804587 0.109140 -0.242 -0.296 0.015
F 3.149729 3.807631 -0.755364 0.076 -0.002 0.043
F 3.789204 3.774806 1.314027 0.026 0.045 0.009
S 1.162888 1.947510 0.428126 -0.150 -0.881 -0.078
C -2.505493 2.523959 -1.484937 0.516 -0.064 0.528
C -2.415043 4.156474 0.306517 0.358 0.117 0.200
Au 0.373951 -0.223661 0.595579 -0.143 2.435 -0.472
S -2.780529 1.506812 -0.001701 -0.260 0.283 0.133
C 4.070565 3.317638 0.093748 -0.080 0.104 -0.077
O -1.593755 0.529024 0.137675 0.875 -1.503 0.320
H -3.496280 2.793657 -1.858533 -0.035 -0.105 0.055
H -1.833626 4.923573 0.817470 -0.064 -0.016 0.138
C -1.731683 3.740018 -0.986469 -0.259 0.168 -0.291
C 5.034915 0.955384 -0.053153 0.024 -0.130 -0.005
F 1.633013 -3.430181 0.941802 0.057 0.240 0.193
H -1.623472 2.647339 1.711576 -0.011 0.006 0.054
H -3.374531 2.914141 1.866240 0.010 -0.097 0.045
F 0.892053 -4.467254 -0.983351 0.119 -0.219 -0.068
H 3.330581 -2.019249 0.318662 -0.029 0.013 -0.013
H -3.393519 4.588475 0.102457 -0.069 -0.076 -0.020
C 4.835225 -0.422183 0.002513 -0.173 0.057 -0.001
C 3.534175 -0.954947 0.248609 0.189 -0.219 -0.025
P 0.325406 -3.440016 0.025327 0.337 -0.512 -1.301
H -1.998580 1.884506 -2.206272 -0.091 -0.007 -0.083
N 2.531776 -0.126589 0.391175 -0.922 -0.623 0.449
F -0.973541 -3.118895 -0.801245 -0.129 0.202 0.132
F 5.268846 3.708377 -0.275330 -0.025 0.018 0.017
F -0.260612 -2.096755 1.163875 0.162 0.611 -0.243
H 5.657881 -1.109984 -0.148057 -0.011 -0.012 0.045
F -0.405999 -4.433234 0.953461 -0.131 -0.020 0.422



[4]
15
Properties=species:S:1:pos:R:3:forces:R:3 method="wB97M-V/def2-TZVPD" gap_ev=9.38 e_lumo_ev=-0.45 de_lowest_kcal_mol=17.8 smiles="CCCC(=O)C=O"
O 3.034021 0.876392 -0.651672 -0.126 -0.284 0.450
C 1.381644 -0.165265 0.765856 -0.185 -0.147 0.210
C -2.211633 0.032310 -0.690310 -0.047 0.028 -0.036
H 0.091303 1.362834 0.105151 0.052 -0.103 -0.018
H 3.581939 -0.089011 1.054967 -0.050 0.034 -0.065
H -0.866558 -1.547360 -0.085362 -0.022 0.145 0.049
H -3.120153 -0.547446 -0.496898 0.137 0.093 -0.036
C -1.044292 -0.489039 0.143075 -0.013 -0.052 0.057
H -1.286530 -0.445560 1.210448 0.013 -0.013 -0.153
H -2.429376 1.081575 -0.457889 0.041 -0.149 -0.025
C 2.797580 0.248766 0.349409 0.200 0.239 -0.305
H 0.560853 0.251204 -1.151615 -0.024 -0.010 0.127
H -1.995879 -0.031675 -1.763409 -0.023 0.008 0.155
O 1.265608 -0.830310 1.771623 0.094 0.244 -0.404
C 0.241474 0.292589 -0.103380 -0.048 -0.031 -0.007



[5]
15
Properties=species:S:1:pos:R:3:forces:R:3 method="wB97M-V/def2-TZVPD" gap_ev=9.43 e_lumo_ev=-0.04 de_lowest_kcal_mol=229.0
H -3.303358 0.440292 0.715790 3.282 -1.293 0.176
C -2.153549 -0.000617 0.623483 -1.191 1.157 1.444
C -1.778367 -0.778598 -0.570061 1.484 -3.872 2.045
H 0.490048 1.713009 -0.744381 -2.186 -0.179 1.893
H -1.500816 -0.240119 1.592062 -1.808 0.795 -2.221
O 0.734857 -0.926129 0.243715 0.363 -2.308 1.000
H 3.144932 1.628019 -0.138194 -4.372 -4.029 0.558
N -1.393527 0.640956 -0.503316 2.937 0.617 2.372
H 2.971023 -1.209616 0.455071 0.765 1.694 -1.650
O 3.304595 -0.450263 -0.171692 -1.588 -2.625 1.947
H -2.534496 -0.765576 -1.246669 -2.017 -0.250 -2.307
N 0.029747 1.189538 0.111849 0.356 1.437 -3.788
H -1.366658 -1.982838 -0.473597 -0.253 4.217 -0.291
N 2.302458 0.505355 -0.048299 7.502 6.696 -1.118
C 1.053117 0.236593 0.154233 -3.273 -2.058 -0.057



[6]
34
Properties=species:S:1:pos:R:3:forces:R:3 method="wB97M-V/def2-TZVPD" charge=-1 gap_ev=5.91 e_lumo_ev=2.21
O 4.099621 -4.586156 -1.791929 0.011 0.011 -0.014
H 2.329904 2.175632 -0.247366 0.534 0.068 0.473
O -3.438436 2.318930 1.275905 0.055 0.049 0.082
N 1.644190 0.291956 -0.302022 -1.117 0.528 -0.216
H 3.974047 -3.197096 -0.246645 0.002 -0.086 0.004
O -5.302500 1.748057 2.346787 0.007 0.001 0.026
C -0.216549 0.923728 1.648596 -0.174 0.262 0.032
C 2.355432 -3.092177 -1.718046 -0.040 0.193 0.159
H -4.272823 2.531404 -0.599238 0.056 0.069 0.056
Br 3.790203 0.940745 1.872680 0.939 -0.063 0.573
H -6.146329 2.937772 0.896318 0.011 0.006 -0.016
H 1.667653 -3.456927 -0.954293 0.018 -0.028 0.008
H -4.081357 0.861602 -0.020976 -0.017 -0.008 0.008
H 0.143893 0.048022 2.193139 0.012 -0.014 -0.141
O -3.436779 2.201489 3.529735 -0.029 0.000 -0.071
H 1.015746 0.215826 -2.188701 -0.079 0.089 0.193
N 1.891150 0.371265 -1.704727 1.051 -0.762 -0.219
C -3.992630 2.101026 2.487123 -0.062 -0.016 0.067
H 4.456745 -2.548916 -1.827253 -0.005 -0.003 -0.015
H 2.102277 -2.067428 -1.977261 0.031 -0.018 -0.100
H -0.982087 1.427740 2.241591 0.099 -0.075 0.095
O 3.321617 -5.845236 -3.487942 -0.023 0.073 0.051
C 3.805043 -3.258282 -1.316986 -0.045 0.119 0.047
H 2.263650 1.271176 -2.007729 -0.094 0.089 0.239
C 0.949671 1.862702 1.410928 0.409 -0.863 0.774
H -6.389803 1.188613 0.679600 0.027 -0.058 0.077
Br 0.261881 3.600298 0.770394 -0.017 -0.005 -0.095
C 1.951014 1.352740 0.369501 -1.679 0.340 -1.737
C -5.681605 1.953671 0.986713 0.010 0.037 -0.098
O 2.261764 -3.957891 -2.867236 -0.015 0.001 0.010
C -4.345255 1.880656 0.267718 -0.057 -0.075 -0.104
H -0.660559 0.613655 0.703255 0.077 -0.094 0.033
H 1.428040 2.077125 2.360636 0.040 0.326 -0.127
C 3.233168 -4.885719 -2.782268 0.062 -0.092 -0.055



| no. | total energy (hartree) |
| --- | --- |
| 1 | -361.81189 |
| 2 | -4740.97564 |
| 3 | -2689.28987 |
| 4 | -345.77655 |
| 5 | -432.95784 |
| 6 | -6060.96395 |